The following is a DFT calculation (ωB97M-V/def2-TZVPD) of a cluster of 5 separate species, C29H71N4O3 in total at a distorted geometry.

The geometry in XYZ format:
```
107
Properties=species:S:1:pos:R:3:mulliken_charge:R:1
C 0.67 0.19 0.13 1.705
O 1.09 0.09 -1.19 -0.970
H 1.18 1.00 0.67 0.114
H -0.42 0.40 0.17 -0.506
H 0.72 -0.78 0.67 -1.088
C 1.67 -4.20 3.51 -1.255
C 0.69 -4.40 2.36 -0.301
C 1.19 -3.72 1.09 -0.287
N 0.23 -3.80 -0.09 0.367
C -1.04 -3.07 0.16 -0.222
C -1.84 -2.98 -1.15 -1.129
C -1.07 -2.43 -2.37 0.371
C 0.26 -3.14 -2.58 -1.158
C 1.02 -3.25 -1.27 -0.798
C 0.00 -5.26 -0.42 -1.129
H 2.64 -4.56 3.16 0.410
H 1.44 -4.78 4.40 0.460
H 1.83 -3.14 3.72 0.043
H -0.34 -4.15 2.61 0.305
H 0.64 -5.48 2.18 0.433
H 2.13 -4.10 0.69 0.557
H 1.32 -2.65 1.28 -0.363
H -0.74 -2.11 0.59 -0.084
H -1.55 -3.54 1.01 0.470
H -2.75 -2.39 -1.03 0.673
H -2.13 -4.02 -1.32 0.374
H -0.78 -1.40 -2.17 -0.381
H -1.76 -2.50 -3.21 0.662
H 0.87 -2.55 -3.25 0.470
H 0.16 -4.14 -3.00 0.351
H 1.49 -2.30 -0.98 0.509
H 1.87 -3.92 -1.42 0.480
H -0.55 -5.42 -1.34 0.526
H -0.63 -5.65 0.38 0.412
H 0.95 -5.76 -0.53 0.310
C -0.46 -0.37 3.73 -1.582
C 1.08 -0.49 3.80 0.826
C 1.70 0.88 3.90 -1.230
N 3.23 0.84 3.94 0.258
C 3.67 2.26 4.26 -0.604
C 5.14 2.46 4.52 -0.804
C 5.58 1.57 5.70 -0.651
C 5.17 0.13 5.47 -0.745
C 3.74 -0.10 5.00 -0.502
C 3.80 0.36 2.61 -0.758
H -0.86 -1.34 3.45 0.303
H -0.68 0.44 3.04 0.323
H -0.91 -0.26 4.72 0.436
H 1.50 -1.13 3.02 -0.491
H 1.31 -1.14 4.66 0.652
H 1.38 1.36 4.82 0.259
H 1.47 1.54 3.07 0.586
H 3.04 2.49 5.12 0.488
H 3.31 2.94 3.48 0.512
H 5.22 3.51 4.80 0.382
H 5.85 2.31 3.70 0.329
H 5.12 2.07 6.55 0.321
H 6.67 1.63 5.73 0.340
H 5.37 -0.44 6.37 0.409
H 5.83 -0.28 4.69 0.322
H 3.04 0.05 5.83 0.510
H 3.53 -1.15 4.80 0.228
H 3.54 -0.69 2.50 0.220
H 4.88 0.49 2.68 0.517
H 3.28 0.87 1.80 0.270
C -4.28 2.96 -1.73 -0.847
N -3.97 1.90 -0.68 0.257
C -3.07 2.52 0.33 -1.117
C -5.30 1.63 -0.03 -0.917
C -3.32 0.65 -1.20 -0.109
C -3.70 0.19 -2.60 -0.398
O -5.11 0.27 -2.81 -0.504
H -3.42 2.90 -2.40 0.118
H -4.34 3.94 -1.26 0.449
H -5.25 2.77 -2.17 0.394
H -2.18 2.91 -0.16 0.352
H -2.73 1.75 1.03 0.552
H -3.58 3.23 0.98 0.391
H -5.88 2.50 0.29 0.389
H -5.11 1.08 0.90 0.404
H -5.85 0.98 -0.70 0.364
H -3.60 -0.08 -0.43 0.514
H -2.24 0.70 -1.04 -0.423
H -3.43 -0.86 -2.60 0.701
H -3.18 0.72 -3.39 -0.174
H -5.39 -0.41 -3.42 0.389
C -1.27 1.57 -6.11 -0.582
N -1.00 2.94 -5.61 0.068
C -0.39 3.74 -6.76 -0.920
C -2.26 3.63 -5.16 -0.839
C 0.06 2.87 -4.51 -0.990
C -0.36 2.32 -3.14 0.187
O -0.58 0.94 -3.15 -0.274
H -1.92 1.57 -6.98 0.400
H -1.77 0.99 -5.34 0.101
H -0.32 1.06 -6.27 0.393
H -0.48 4.77 -6.42 0.449
H -1.01 3.57 -7.64 0.382
H 0.55 3.26 -7.01 0.380
H -1.96 4.44 -4.50 0.405
H -2.93 3.00 -4.58 0.206
H -2.68 4.06 -6.06 0.426
H 0.44 3.88 -4.32 0.480
H 0.79 2.18 -4.92 0.341
H -1.32 2.79 -2.87 -0.071
H 0.40 2.65 -2.44 0.435
H -0.04 0.59 -2.37 -0.212
```

energy relative to the best compared isomer or geometry (same formula, charge and spin)	0.0	kcal/mol
LUMO energy	-5.9	eV
HOMO	-0.5137	Ha
net charge	+3
E	-43301.09915	eV
HOMO-LUMO gap	8.0471	eV



The following is a DFT calculation (ωB97M-V/def2-TZVPD) of a structure of composition C21H22Cl2MnN3PS2 at a distorted geometry.

The geometry in XYZ format:
```
52
Properties=species:S:1:pos:R:3:mulliken_charge:R:1
Mn -1.15 -0.41 0.47 -0.077
N 1.29 0.11 2.25 -0.085
P 1.30 -0.73 0.76 0.914
C 3.06 -1.09 0.51 0.798
C 3.99 -0.05 0.59 -0.187
C 5.33 -0.33 0.39 -0.824
C 5.74 -1.63 0.11 -0.475
C 4.81 -2.66 0.03 -0.693
C 3.46 -2.39 0.23 -0.421
C 0.98 0.59 -0.51 -0.078
C 1.26 1.95 -0.39 -0.248
C 1.09 2.78 -1.49 -0.996
C 0.65 2.27 -2.70 -0.501
C 0.37 0.92 -2.83 -0.821
C 0.52 0.08 -1.74 0.124
C 0.23 -0.05 3.14 0.345
C 0.37 0.27 4.49 -0.784
C -0.71 0.09 5.33 -0.311
C -1.90 -0.43 4.82 -0.838
C -1.97 -0.71 3.47 -0.190
N -0.93 -0.51 2.64 -0.002
H 2.18 0.31 2.69 0.302
H 3.68 0.96 0.80 0.251
H 6.06 0.47 0.44 0.421
H 6.79 -1.84 -0.05 0.410
H 5.13 -3.67 -0.18 0.417
H 2.73 -3.18 0.16 0.396
H 1.63 2.35 0.54 0.473
H 1.33 3.84 -1.40 0.518
H 0.54 2.93 -3.55 0.458
H 0.05 0.52 -3.78 0.536
H 0.38 -0.99 -1.85 0.539
H 1.31 0.65 4.86 0.429
H -0.63 0.33 6.38 0.450
H -2.76 -0.60 5.45 0.433
H -2.87 -1.11 3.03 0.445
S -2.42 -2.14 -0.58 -0.334
C -3.12 -1.58 -2.02 0.549
N -3.56 -2.41 -2.94 -0.199
C -4.07 -1.84 -4.19 -0.578
C -4.42 -0.38 -3.89 -0.520
S -3.44 0.07 -2.41 -0.036
H -3.43 -3.40 -2.84 0.259
H -4.95 -2.39 -4.52 0.334
H -3.31 -1.93 -4.96 0.300
H -5.47 -0.24 -3.65 0.357
H -4.15 0.29 -4.71 0.387
Cl -2.09 1.70 0.56 0.238
C -2.08 3.49 0.75 -0.425
Cl -3.72 4.10 0.70 -0.078
H -1.51 3.89 -0.07 0.241
H -1.64 3.71 1.71 0.376
```

2S+1	6
energy relative to the best compared isomer or geometry (same formula, charge and spin)	6.7	kcal/mol
LUMO energy (alpha / beta)	-5.4 / -6.0	eV
HOMO (alpha / beta)	-0.5224 / -0.5268	Ha
expectation value of S²	8.760
net charge	+2
E	-113916.78097	eV
HOMO-LUMO gap (alpha / beta)	8.7734 / 8.3315	eV